The following is a quantum chemistry calculation of C17H20FN3O5 in the gas phase, from the Open Molecules 2025 dataset.

## Properties
Net charge: 0
HOMO level (eV): -9.09
ΔE to the lowest compared entry with this formula, charge and spin (kJ/mol): 0.0
Structure (SMILES): CCCCCn1c(=O)c(F)cn(Cc2ccc(OC)c([N+](=O)[O-])c2)c1=O
Kohn-Sham gap (eV): 8.82

CARTESIAN COORDINATES (ANGSTROEM)
C  2.279  1.714  -0.923
C  1.472  2.626  -0.008
C  0.089  2.053  0.291
C  -0.658  2.895  1.325
H  -0.722  3.927  0.978
C  -2.083  2.399  1.581
N  -2.081  1.003  2.010
C  -2.327  0.060  1.038
O  -2.673  0.342  -0.085
N  -2.154  -1.265  1.419
C  -1.821  -1.605  2.690
C  -1.653  -0.665  3.638
F  -1.351  -1.031  4.896
C  -1.746  0.759  3.343
O  -1.552  1.660  4.124
H  -1.716  -2.657  2.914
C  -2.172  -2.250  0.344
C  -0.931  -2.078  -0.494
C  -0.988  -1.428  -1.715
C  0.170  -1.164  -2.428
C  1.432  -1.573  -1.956
C  1.470  -2.238  -0.728
C  0.313  -2.469  -0.010
H  0.384  -2.967  0.946
H  2.412  -2.569  -0.322
O  2.495  -1.331  -2.732
C  3.776  -1.735  -2.308
H  3.834  -2.821  -2.185
H  4.452  -1.424  -3.102
H  4.062  -1.240  -1.376
N  0.040  -0.430  -3.663
O  0.930  0.326  -3.976
O  -0.979  -0.605  -4.296
H  -1.929  -1.086  -2.116
H  -2.221  -3.245  0.790
H  -3.060  -2.072  -0.267
H  -2.681  2.456  0.672
H  -2.544  2.988  2.376
H  -0.108  2.891  2.268
H  -0.495  2.000  -0.630
H  0.205  1.030  0.664
H  1.364  3.607  -0.473
H  2.012  2.763  0.933
H  3.265  2.135  -1.108
H  1.783  1.582  -1.881
H  2.404  0.736  -0.461

Atomic forces in eV per Å
-0.041 0.240 0.112
-0.087 -0.334 -0.042
0.137 0.393 0.116
-0.146 -0.326 -0.113
0.008 0.082 0.030
0.041 0.527 -0.016
-0.032 0.181 0.035
-0.095 -0.479 0.269
-0.091 0.081 -0.443
-0.300 0.280 -0.210
0.140 0.471 0.873
0.096 -0.581 0.014
-0.057 0.185 -0.206
-0.011 -0.341 -0.039
0.045 -0.015 0.175
0.005 -0.021 0.024
0.096 0.130 -0.385
0.092 -0.139 -0.056
0.181 0.008 -0.144
0.221 -0.487 0.884
-0.326 0.051 -0.072
0.256 0.086 -0.133
-0.224 0.064 -0.200
0.030 -0.075 0.121
0.113 -0.023 -0.019
-0.191 0.036 -0.049
0.259 -0.109 0.126
-0.007 0.043 0.010
-0.014 -0.046 0.082
-0.026 -0.021 -0.011
-0.046 0.148 -0.256
0.174 0.302 -0.148
-0.366 -0.045 -0.316
-0.030 0.012 -0.009
-0.047 0.085 0.024
0.070 -0.143 0.116
0.039 0.000 0.172
-0.016 -0.094 -0.122
0.012 0.090 0.009
-0.025 -0.087 -0.065
-0.001 -0.078 -0.043
0.008 0.097 0.055
0.002 0.100 0.034
0.142 -0.026 -0.072
-0.024 -0.081 -0.119
0.036 -0.143 0.011

The following is a quantum chemistry calculation of a molecular structure, C24H25BF8N2OPtS, from the Open Molecules 2025 dataset.

## Properties
Net charge: 0
Multiplicity: 3
HOMO level (alpha / beta) (eV): -8.03 / -8.51
Kohn-Sham gap (alpha / beta) (eV): 8.27 / 7.38

CARTESIAN COORDINATES (ANGSTROEM)
Pt  0.107  0.056  0.148
C  0.787  -1.437  -4.070
C  0.489  -0.639  -2.808
N  0.844  -1.299  -1.533
C  2.271  -1.691  -1.459
C  3.236  -0.555  -1.723
C  0.018  -2.488  -1.242
C  -1.430  -2.135  -0.962
N  -1.483  -1.065  0.035
C  -2.631  -0.897  0.780
C  -2.589  -0.193  1.997
F  -1.428  0.326  2.430
C  -3.705  -0.010  2.785
F  -3.571  0.667  3.932
C  -4.940  -0.510  2.423
C  -5.009  -1.191  1.227
F  -6.185  -1.678  0.807
C  -3.902  -1.377  0.421
F  -4.100  -2.004  -0.753
H  0.434  -0.877  -4.936
H  0.281  -2.402  -4.078
H  1.855  -1.611  -4.203
H  -0.572  -0.393  -2.759
H  1.021  0.313  -2.827
H  2.442  -2.515  -2.164
H  2.431  -2.086  -0.459
H  3.244  -0.243  -2.769
H  4.242  -0.884  -1.462
H  2.996  0.305  -1.104
H  0.446  -2.945  -0.350
H  0.075  -3.214  -2.060
H  -1.917  -3.036  -0.581
H  -1.960  -1.848  -1.873
H  -5.811  -0.366  3.044
F  2.011  -0.145  1.612
B  2.555  -1.427  2.096
F  1.613  -2.404  1.766
F  3.750  -1.630  1.410
F  2.750  -1.308  3.453
O  1.337  1.809  -0.189
S  1.951  2.554  1.001
C  1.860  4.259  0.481
C  1.164  4.593  -0.665
C  1.063  5.933  -1.021
C  1.646  6.911  -0.231
C  2.335  6.559  0.925
C  2.442  5.228  1.289
C  3.706  2.306  0.871
C  4.311  1.544  1.858
C  5.661  1.242  1.736
C  6.376  1.698  0.643
C  5.757  2.462  -0.344
C  4.415  2.771  -0.233
H  0.717  3.812  -1.264
H  0.525  6.208  -1.918
H  1.562  7.952  -0.512
H  2.788  7.323  1.542
H  2.981  4.944  2.185
H  3.730  1.162  2.686
H  6.140  0.632  2.490
H  7.427  1.455  0.549
H  6.323  2.811  -1.197
H  3.915  3.357  -0.994

Atomic forces in eV per Å
-0.035 0.034 -0.005
0.008 -0.012 -0.021
-0.017 0.051 0.057
-0.058 -0.104 -0.046
-0.021 0.011 0.016
0.047 -0.012 -0.031
-0.020 0.054 0.041
0.005 -0.081 0.013
0.153 0.017 -0.169
-0.106 0.009 0.147
0.047 0.016 0.003
-0.055 -0.034 -0.027
0.008 0.010 0.024
-0.009 -0.014 -0.022
0.031 -0.003 -0.032
-0.027 0.004 0.016
0.019 0.006 0.008
0.009 0.000 -0.027
0.026 0.030 0.018
0.003 0.008 0.004
-0.005 -0.001 -0.003
-0.001 -0.004 0.008
-0.001 -0.005 -0.010
-0.003 -0.009 -0.017
0.000 0.001 -0.011
0.021 0.006 0.009
-0.006 0.002 -0.001
-0.010 0.001 0.015
-0.004 0.047 0.050
0.021 0.003 0.017
-0.013 -0.006 0.006
-0.023 0.024 -0.018
0.022 0.007 -0.005
-0.006 -0.004 0.001
-0.036 0.029 0.014
-0.107 0.012 -0.115
0.031 -0.015 -0.005
0.056 -0.023 -0.014
0.028 0.033 0.096
-0.089 -0.068 -0.038
0.114 -0.042 -0.017
-0.024 0.050 0.062
-0.002 -0.038 -0.015
-0.002 0.003 -0.012
0.008 0.006 0.008
-0.004 -0.005 -0.010
-0.001 -0.022 -0.007
0.033 -0.013 0.000
0.037 0.015 0.014
-0.032 0.017 0.035
0.010 0.023 -0.025
0.021 -0.028 0.023
-0.059 0.004 -0.015
-0.009 0.006 0.006
-0.001 0.003 -0.001
0.001 0.005 -0.001
0.002 0.003 0.003
-0.001 0.003 0.007
0.023 -0.008 0.006
-0.005 -0.005 -0.003
0.000 -0.006 -0.005
0.000 0.008 -0.001
0.009 0.003 0.000

The following is a quantum chemistry calculation of C4H3N3 in the gas phase, from the Open Molecules 2025 dataset.

## Properties
Net charge: 0
HOMO level (eV): -8.94
ΔE to the lowest compared entry with this formula, charge and spin (kJ/mol): 321.4
Structure (SMILES): N#Cc1ncc[nH]1
Kohn-Sham gap (eV): 8.93

CARTESIAN COORDINATES (ANGSTROEM)
N  2.917  0.286  0.352
C  1.944  -0.318  0.179
C  0.782  -0.997  -0.156
N  -0.300  -1.580  0.124
C  -1.366  -0.733  0.086
C  -0.975  0.580  -0.110
N  0.303  0.726  -0.344
H  -2.379  -1.074  0.225
H  -1.622  1.436  -0.069
H  0.737  1.665  -0.288

Atomic forces in eV per Å
-0.070 -0.365 0.117
2.908 -1.606 0.827
-0.932 3.519 -0.460
0.400 0.363 -0.069
-0.199 -0.089 0.081
-0.680 0.069 -0.087
-1.259 -0.728 -0.151
0.133 -0.159 0.031
-0.341 0.130 0.012
0.040 -1.135 -0.303

The following is a quantum chemistry calculation of a molecular structure, C22H35BrClF11IrN5O7S4SiTe, from the Open Molecules 2025 dataset.

## Properties
Net charge: 0
HOMO level (eV): -7.96
ΔE to the lowest compared entry with this formula, charge and spin (kJ/mol): 0.0
Kohn-Sham gap (eV): 7.86

CARTESIAN COORDINATES (ANGSTROEM)
Ir  -0.258  0.009  0.139
N  -0.819  3.378  0.904
C  -1.067  2.991  -0.374
N  -0.927  1.761  -0.792
C  -1.223  1.632  -2.144
C  -1.647  2.764  -2.735
S  -1.638  4.064  -1.597
C  -0.960  0.307  -2.682
C  -1.001  -0.157  -3.940
S  -0.458  -1.800  -3.986
C  -0.191  -1.782  -2.272
N  -0.509  -0.611  -1.741
N  0.177  -2.833  -1.561
H  -0.192  2.775  1.417
H  -0.693  4.362  1.073
H  -1.928  2.924  -3.762
H  -1.267  0.370  -4.839
H  0.705  -3.575  -1.989
H  0.322  -2.665  -0.548
F  3.956  -3.210  1.546
Te  2.346  -2.131  1.316
F  1.434  -0.181  3.836
F  1.668  -2.789  3.039
F  2.789  -1.924  -0.623
F  1.712  -3.809  0.693
O  0.408  -1.685  0.924
C  -1.981  -4.016  1.060
C  -3.454  -3.785  1.428
C  -3.503  -3.547  2.945
C  -4.252  -5.068  1.125
Si  -4.218  -2.324  0.478
Br  -2.740  -0.488  0.703
C  -5.747  -1.510  1.314
C  -6.787  -2.604  1.623
C  -5.426  -0.784  2.632
C  -6.400  -0.464  0.398
C  -4.426  -2.585  -1.408
C  -3.273  -3.420  -1.981
C  -4.450  -1.268  -2.198
C  -5.732  -3.353  -1.683
H  -1.603  -4.852  1.656
H  -1.343  -3.158  1.276
H  -1.837  -4.278  0.013
H  -2.969  -4.364  3.437
H  -4.521  -3.539  3.337
H  -3.006  -2.620  3.229
H  -3.835  -5.880  1.728
H  -4.176  -5.373  0.082
H  -5.311  -4.983  1.379
H  -6.430  -3.307  2.375
H  -7.082  -3.172  0.740
H  -7.688  -2.129  2.024
H  -4.966  -1.427  3.377
H  -6.366  -0.412  3.052
H  -4.775  0.076  2.478
H  -6.803  -0.894  -0.517
H  -5.703  0.332  0.127
H  -7.235  -0.002  0.935
H  -2.301  -2.978  -1.778
H  -3.393  -3.477  -3.069
H  -3.263  -4.440  -1.601
H  -3.503  -0.732  -2.118
H  -5.246  -0.593  -1.889
H  -4.605  -1.503  -3.256
H  -5.777  -4.301  -1.142
H  -5.778  -3.587  -2.751
H  -6.623  -2.778  -1.439
Cl  4.071  2.214  0.573
C  3.719  1.199  -0.855
C  2.237  0.949  -1.057
O  1.747  1.018  -2.166
O  1.615  0.661  0.052
H  4.202  0.235  -0.710
H  4.117  1.701  -1.729
F  -2.405  1.182  3.685
C  -1.695  1.801  4.625
F  -2.254  1.571  5.799
F  -1.730  3.103  4.376
S  -0.017  0.060  3.479
O  -0.035  0.724  2.206
O  -0.796  -1.066  3.769
N  -0.321  1.295  4.593
S  0.838  2.070  5.580
O  1.723  1.106  6.108
O  0.094  2.985  6.364
C  1.771  3.060  4.316
F  2.430  2.259  3.504
F  2.605  3.849  4.968
F  0.913  3.796  3.612

Atomic forces in eV per Å
0.004 0.011 0.038
-0.012 -0.005 -0.010
0.015 0.002 0.005
-0.019 -0.006 -0.008
-0.005 -0.004 0.012
0.006 -0.002 -0.016
-0.003 0.003 -0.002
0.021 0.007 -0.001
-0.023 0.003 0.008
0.039 -0.008 -0.011
0.007 0.128 -0.026
0.057 -0.036 -0.042
-0.037 -0.054 0.103
-0.002 -0.005 0.012
-0.001 0.002 -0.002
0.002 0.000 -0.001
0.006 0.002 -0.002
0.023 0.009 0.017
0.082 -0.005 -0.010
0.050 -0.007 0.007
0.002 -0.008 -0.036
0.062 0.026 0.051
0.015 -0.019 -0.056
-0.038 0.013 0.004
-0.060 0.037 -0.017
-0.048 -0.107 -0.019
0.039 -0.007 -0.086
-0.007 0.017 0.015
0.006 -0.006 -0.004
0.004 0.002 -0.002
-0.017 0.061 0.023
0.002 -0.109 -0.019
0.000 0.003 0.000
-0.010 0.018 -0.009
-0.004 -0.006 -0.003
-0.019 -0.002 0.023
0.029 -0.010 0.012
-0.017 -0.005 -0.025
-0.033 0.021 0.003
0.002 -0.026 0.014
0.004 0.007 0.005
0.012 0.052 0.054
-0.022 -0.004 0.026
-0.005 0.006 0.003
-0.007 0.019 0.006
0.051 0.049 0.019
0.001 -0.002 0.002
0.016 0.001 -0.024
0.011 0.001 -0.003
-0.001 0.003 0.001
-0.001 -0.011 -0.014
-0.001 0.000 -0.006
0.031 -0.024 0.018
0.000 -0.010 0.004
-0.016 -0.006 -0.005
-0.016 -0.014 0.001
0.000 0.000 0.010
0.000 -0.003 0.004
-0.027 -0.009 0.038
0.005 0.003 0.009
-0.012 -0.013 0.015
0.021 -0.007 0.006
0.050 -0.021 -0.035
-0.002 -0.001 -0.002
-0.015 0.023 -0.013
-0.003 0.003 0.000
-0.016 0.024 0.013
-0.004 -0.006 -0.010
0.024 -0.051 -0.002
-0.077 0.158 -0.010
0.027 -0.031 0.011
0.012 -0.088 -0.038
0.015 -0.004 0.009
0.001 -0.009 0.003
0.007 -0.009 0.018
0.003 0.028 -0.017
0.013 -0.005 0.007
-0.006 -0.001 -0.023
-0.249 -0.378 0.020
0.064 0.251 -0.069
-0.046 0.111 0.036
0.042 0.032 0.000
-0.047 -0.028 -0.014
0.016 -0.004 -0.022
0.017 -0.002 0.020
-0.005 -0.014 0.030
0.020 0.040 -0.011
0.009 0.005 -0.001
-0.013 0.011 -0.008